133
Properties=species:S:1:pos:R:3:lowdin_charge:R:1 method="wB97M-V/def2-TZVPD" homo_lumo_gap_ha=0.364 homo_ev=-10.17 multiplicity=1 max_force_ev_per_a=3.5 smiles="O=S1(=O)CCCC1.O=S1(=O)CCCC1.O=S1(=O)CCCC1.O=S1(=O)CCCC1.O=S1(=O)CCCC1.O=S1(=O)CCCC1.O=S1(=O)CCCC1.O=C1CCCO1.ClCCCl.ClCCCl"
O -11.96 13.09 -12.33 -0.365
S -11.84 11.65 -12.69 0.707
O -12.47 11.13 -13.89 -0.334
C -10.02 11.22 -12.67 -0.219
C -9.74 10.21 -11.56 -0.189
C -11.20 9.52 -11.35 -0.193
C -12.31 10.59 -11.33 -0.238
H -9.49 12.17 -12.59 0.099
H -10.01 10.71 -13.63 0.095
H -8.93 9.50 -11.73 0.110
H -9.52 10.72 -10.62 0.101
H -11.13 9.07 -10.36 0.106
H -11.28 8.88 -12.23 0.111
H -12.27 11.16 -10.40 0.102
H -13.34 10.28 -11.48 0.106
O 0.80 18.60 -14.75 -0.342
S -0.27 19.20 -15.52 0.689
O -1.26 19.96 -14.76 -0.336
C 0.47 20.26 -16.90 -0.189
C 0.01 19.71 -18.23 -0.234
C -1.22 18.87 -17.98 -0.233
C -1.02 18.07 -16.68 -0.228
H 1.56 20.18 -16.84 0.095
H 0.24 21.30 -16.66 0.100
H -0.26 20.41 -19.02 0.120
H 0.78 19.08 -18.67 0.118
H -1.46 18.20 -18.80 0.115
H -2.16 19.42 -17.93 0.118
H -0.23 17.32 -16.80 0.102
H -1.86 17.56 -16.20 0.108
O -10.64 20.01 -16.68 -0.359
S -9.20 19.75 -16.49 0.736
O -8.50 18.90 -17.46 -0.360
C -8.33 21.45 -16.38 -0.179
C -7.47 21.33 -15.10 -0.213
C -8.19 20.40 -14.05 -0.227
C -8.75 19.22 -14.79 -0.235
H -9.14 22.14 -16.15 0.092
H -7.82 21.68 -17.32 0.098
H -6.44 21.02 -15.28 0.111
H -7.50 22.31 -14.63 0.105
H -8.92 21.00 -13.52 0.112
H -7.48 20.16 -13.26 0.112
H -9.52 18.65 -14.27 0.107
H -7.93 18.50 -14.86 0.101
O -2.75 17.84 1.27 -0.359
S -2.94 16.61 0.49 0.733
O -4.13 15.78 0.47 -0.332
C -2.32 16.94 -1.24 -0.230
C -1.79 15.61 -1.66 -0.243
C -1.09 14.85 -0.49 -0.213
C -1.48 15.45 0.88 -0.186
H -1.63 17.78 -1.26 0.106
H -3.15 17.24 -1.88 0.105
H -2.65 14.98 -1.90 0.111
H -1.19 15.80 -2.55 0.117
H -0.01 14.83 -0.63 0.103
H -1.24 13.78 -0.58 0.106
H -0.77 16.07 1.41 0.087
H -1.66 14.74 1.69 0.095
O -6.52 7.00 -7.89 -0.354
S -6.01 7.34 -6.56 0.704
O -6.00 6.40 -5.46 -0.332
C -4.37 8.15 -6.81 -0.209
C -4.69 9.64 -6.85 -0.234
C -5.74 9.94 -5.76 -0.215
C -6.83 8.89 -5.98 -0.218
H -4.00 7.64 -7.70 0.100
H -3.80 7.91 -5.91 0.102
H -3.79 10.22 -6.65 0.112
H -5.06 9.98 -7.82 0.118
H -6.10 10.94 -5.97 0.113
H -5.26 9.93 -4.78 0.117
H -7.54 9.25 -6.73 0.099
H -7.43 8.59 -5.12 0.096
O -1.58 9.26 -17.17 -0.366
S -2.94 9.36 -16.55 0.734
O -4.17 8.95 -17.22 -0.333
C -2.84 8.63 -14.86 -0.253
C -2.16 9.64 -13.99 -0.212
C -2.70 11.07 -14.46 -0.189
C -3.03 11.07 -15.93 -0.234
H -2.41 7.63 -14.87 0.110
H -3.87 8.55 -14.52 0.100
H -2.33 9.37 -12.95 0.115
H -1.13 9.49 -14.32 0.109
H -1.91 11.79 -14.20 0.110
H -3.62 11.22 -13.89 0.108
H -2.57 11.76 -16.63 0.109
H -4.11 11.22 -15.96 0.092
O -3.24 25.29 -9.25 -0.361
S -1.99 25.93 -9.73 0.734
O -1.81 26.24 -11.16 -0.361
C -1.60 27.45 -8.68 -0.182
C -0.32 26.98 -7.95 -0.229
C -0.33 25.45 -7.65 -0.202
C -0.63 24.90 -9.07 -0.230
H -2.53 27.58 -8.13 0.093
H -1.47 28.37 -9.26 0.098
H 0.63 27.18 -8.46 0.115
H -0.21 27.50 -7.00 0.107
H -1.09 25.10 -6.95 0.111
H 0.63 25.15 -7.24 0.110
H -0.90 23.85 -9.18 0.101
H 0.28 25.09 -9.64 0.099
O -13.18 21.95 -9.09 0.095
C -13.39 20.80 -8.74 -0.447
C -14.74 20.10 -8.72 -0.074
C -14.25 18.70 -8.56 -0.174
C -12.93 18.79 -7.79 -0.187
O -12.45 20.07 -8.08 0.038
H -15.23 20.44 -7.81 0.135
H -15.34 20.41 -9.57 0.132
H -14.86 18.11 -7.88 0.112
H -14.11 18.13 -9.48 0.122
H -13.10 18.52 -6.75 0.123
H -12.26 18.01 -8.15 0.124
Cl -8.24 24.68 -2.86 0.494
C -8.06 24.58 -4.67 -0.615
C -8.03 23.10 -5.15 -0.665
Cl -6.56 22.29 -4.62 0.530
H -7.14 25.11 -4.89 0.060
H -8.92 25.08 -5.11 0.067
H -8.01 23.04 -6.24 0.066
H -8.85 22.49 -4.75 0.063
Cl -6.28 16.19 -9.38 0.532
C -5.16 17.33 -8.65 -0.664
C -3.79 17.23 -9.38 -0.630
Cl -3.06 15.57 -9.27 0.493
H -5.14 17.08 -7.59 0.066
H -5.57 18.31 -8.90 0.067
H -3.15 18.04 -9.01 0.074
H -4.03 17.49 -10.41 0.062